1.
DFT (ωB97M-V/def2-TZVPD) results for a 3-piece molecular cluster, C14H25ClN2O10PS2 overall.

XYZ file:
```
55
Properties=species:S:1:pos:R:3:forces:R:3
O -0.095746 -1.049914 5.447960 -0.178 -0.249 -3.638
C 0.104641 -1.155117 4.227194 0.268 0.251 2.533
C -1.046665 -1.352654 3.123455 0.335 0.136 0.225
C -2.059286 -0.116444 3.087535 1.482 0.735 -1.927
C -1.693780 0.983387 2.089968 -3.716 2.406 3.871
P -0.237318 1.005384 0.891870 -0.152 0.250 -2.562
O -0.176990 2.611470 0.254078 0.235 -2.014 3.098
Cl 1.604366 0.712642 1.867552 -1.236 0.714 0.184
C -2.705079 2.128771 2.187364 0.698 -3.620 1.592
C -3.808096 1.940463 3.197465 -0.470 0.928 -0.577
N -4.095429 0.880905 4.039912 2.403 2.839 -3.306
N -3.172797 -0.059634 3.899412 1.557 -2.239 0.197
C -3.432938 -1.244436 4.804464 -1.397 -0.846 1.185
C -4.267997 -2.398569 4.044996 -0.063 -2.363 -1.329
O -3.772559 -3.381451 3.493397 -0.731 3.228 1.751
O -5.701847 -2.283293 4.075359 2.560 -0.150 1.364
H 1.200297 -1.130856 3.879815 -1.551 -0.191 0.034
H -1.533691 -2.353306 3.337431 0.286 1.265 -0.221
H -0.493129 -1.480086 2.122958 -1.148 0.510 1.294
H 0.203115 3.141413 0.999484 -0.289 0.135 -0.982
H -2.656031 3.067691 1.561466 -0.048 -1.304 0.860
H -4.545756 2.813124 3.294359 1.158 -1.549 -0.091
H -2.497169 -1.628933 5.315513 -0.946 0.431 -1.187
H -4.127196 -0.936770 5.668803 1.099 0.119 -1.595
H -5.945455 -2.943535 4.773105 -0.217 0.536 -0.915
O -0.465231 -1.330188 -2.914181 -0.624 0.356 0.239
S -1.113120 -0.078617 -3.203814 0.250 0.324 -0.989
O -2.065914 0.512680 -2.298012 0.310 -0.490 0.059
O -1.772775 -0.155298 -4.675535 0.700 0.355 0.736
C -2.658224 -1.237174 -4.970716 -0.821 -0.692 -0.145
C -4.038584 -1.004944 -4.385557 -0.051 0.096 0.310
C 0.125843 1.127843 -3.582103 -0.088 0.026 -0.122
H -2.238004 -2.186819 -4.627869 0.125 0.165 0.060
H -2.734887 -1.293101 -6.058685 0.284 0.222 0.099
H -4.013476 -1.041738 -3.294254 -0.006 -0.030 -0.078
H -4.737521 -1.768109 -4.733845 0.093 0.037 -0.052
H -4.417625 -0.019816 -4.667094 0.028 -0.108 -0.079
H 0.814129 0.707977 -4.313846 -0.070 -0.014 0.086
H 0.656527 1.364227 -2.660018 -0.062 -0.112 -0.004
H -0.360060 2.021410 -3.972483 -0.013 -0.098 0.040
O 5.644682 2.497930 -2.286674 -0.491 -0.502 0.187
S 5.351124 1.098964 -2.446736 0.616 -0.422 -0.112
O 3.998881 0.603865 -2.453237 0.320 0.513 0.148
O 6.207038 0.256237 -1.364250 -0.182 0.260 -0.847
C 6.107434 0.621812 0.010827 -0.172 0.144 0.921
C 4.828623 0.095091 0.633449 -0.328 0.023 -0.110
C 6.178240 0.502895 -3.893474 0.086 -0.115 0.093
H 6.189192 1.705676 0.131747 -0.011 -0.049 -0.197
H 6.964847 0.175902 0.519518 0.041 -0.016 -0.354
H 3.953885 0.595611 0.213132 0.103 -0.021 -0.005
H 4.828579 0.262077 1.713310 0.120 -0.005 -0.038
H 4.714060 -0.973870 0.438423 0.087 0.062 0.058
H 7.218582 0.822820 -3.861065 -0.097 -0.003 0.051
H 5.680577 0.930224 -4.763391 -0.061 0.046 0.143
H 6.105712 -0.583820 -3.918481 -0.026 0.093 0.045
```
Positions in Å, forces in eV/Å.

Calculated values
* HOMO level: -12.68 eV
* molecular weight: 511.919 g/mol
* largest force on an atom: 0.1144 Eh/bohr
* lowest unoccupied orbital energy: -0.1963 Eh
* gap between HOMO and LUMO: 7.342 eV
* net charge: +1

***

2.
DFT (ωB97M-V/def2-TZVPD) results for C14H25ClNPW as an isolated structure.

XYZ file:
```
43
Properties=species:S:1:pos:R:3:forces:R:3
C 0.700674 0.604515 -3.677235 0.197 -0.094 0.946
C 0.820271 1.602770 -2.699151 -0.340 -1.166 0.536
C 0.746852 1.322783 -1.284077 0.474 0.587 -0.385
C 0.747745 -0.057230 -0.751312 -0.593 0.155 -1.487
C 0.435642 -0.980055 -1.817891 0.366 -0.672 -0.209
C 0.469661 -0.694598 -3.228273 -0.236 -0.194 0.672
C 0.743386 2.672262 -0.557865 -0.222 0.411 -0.010
C -0.243635 3.174762 0.556643 -0.285 0.696 0.832
N -1.563040 2.677712 1.028757 2.310 -3.486 1.900
W 1.392926 -1.290004 1.274047 0.227 4.415 -0.743
C 0.100529 -2.422040 -1.408381 0.113 -0.965 -0.049
P -0.349609 -2.481248 0.369432 -2.267 1.308 -3.308
H 0.915469 2.634775 -3.073473 -0.082 -0.576 0.605
H 0.305971 -1.468962 -4.003837 0.027 0.255 0.928
H 0.760528 0.863631 -4.743415 -0.072 -0.272 0.567
H 0.915014 -3.149108 -1.561758 -0.265 0.217 -0.355
H -0.837552 -2.806187 -1.854134 0.714 0.104 -0.455
H 1.749515 2.882110 -0.144246 -0.335 -0.175 -0.169
H 0.598787 3.439634 -1.342420 0.359 -0.658 0.337
H 0.409459 3.227837 1.438068 -0.581 0.320 -0.086
C 0.076486 -3.988002 1.240037 0.164 0.400 0.484
C -2.123217 -2.177309 0.203019 -0.415 0.114 0.750
H -0.529473 4.203670 0.312869 0.790 0.008 -0.351
C -2.369019 1.887889 0.073058 -0.682 1.203 0.444
C -1.333317 1.912153 2.388412 -0.563 1.561 -0.999
H 2.270328 -1.975899 2.718911 2.018 -1.787 0.253
H -3.230679 2.539011 -0.136973 0.027 -0.592 -0.385
H -1.875021 1.620643 -0.846041 0.456 0.206 -0.460
H -2.737882 0.949760 0.475168 -0.096 -0.044 0.456
H -2.198675 2.203952 2.987268 0.114 -0.524 0.162
H -1.152073 0.822334 2.454740 -0.517 -0.140 -0.870
H -0.441729 2.299287 2.888341 -0.298 0.482 -0.119
H -2.539988 -3.137701 -0.137558 -0.073 0.279 0.122
H -2.602752 -1.844102 1.130570 0.053 -0.261 -0.169
H -2.286982 -1.401468 -0.560948 0.324 -0.272 0.205
H -0.532746 -4.761906 0.759004 0.358 -0.299 0.234
H 1.156485 -4.168911 1.136392 -0.177 -0.487 -0.027
H -0.183429 -3.866333 2.304705 -0.042 -0.378 -0.303
H 1.747139 -1.611450 3.080611 -1.138 0.849 1.766
Cl 2.067546 0.959614 2.340173 0.661 -1.735 -1.744
C 3.056194 -0.052127 1.008743 -1.446 -0.120 0.833
H 3.148805 0.513332 0.086952 0.798 0.161 0.412
H 3.795407 -0.679798 1.573069 0.171 1.169 -0.763
```
Positions in Å, forces in eV/Å.

Calculated values
* HOMO level (alpha / beta): -13.66 / -13.60 eV
* molecular weight: 457.628 g/mol
* relative energy (zero: lowest compared OMol25 entry of this formula, charge and spin): 152.46 kcal per mole
* largest force on an atom: 0.0893 Eh/bohr
* <S²>: 2.04
* spin multiplicity: 3
* lowest unoccupied orbital energy (alpha / beta): -0.3657 / -0.3543 Eh
* gap between HOMO and LUMO (alpha / beta): 3.704 / 3.956 eV
* net charge: +2

***

3.
DFT (ωB97M-V/def2-TZVPD) results for C14H25GeN11Ni as an isolated structure.

XYZ file:
```
52
Properties=species:S:1:pos:R:3:forces:R:3
Ni -0.306985 -0.878581 -1.227635 0.167 -0.053 -0.238
N 1.542035 -0.960601 -4.878008 0.009 0.029 0.024
C 0.610727 -0.032783 -5.352969 0.032 -0.031 0.010
C -0.236859 0.210852 -4.324157 -0.044 -0.011 0.066
N 0.095492 -0.532869 -3.218855 0.005 -0.005 -0.016
C 1.188191 -1.260558 -3.575030 -0.085 0.101 -0.145
C 1.755788 -2.110303 -2.640460 0.124 -0.130 0.134
N 1.198740 -2.194747 -1.393325 0.030 -0.034 -0.015
C 1.986154 -3.081065 -0.692921 -0.065 0.056 0.006
C 3.007816 -3.539341 -1.453238 -0.020 -0.004 -0.078
N 2.875940 -2.922388 -2.699517 -0.027 0.043 0.024
H 2.228194 -1.431455 -5.434435 -0.009 -0.022 -0.002
H 0.654702 0.361126 -6.351989 -0.001 0.005 0.000
H -1.076566 0.887329 -4.314502 0.004 0.003 -0.003
H 1.769819 -3.354415 0.327402 0.010 0.009 0.011
H 3.794935 -4.239362 -1.240281 -0.001 -0.002 0.007
H 3.440110 -3.101367 -3.506317 0.006 -0.011 0.001
N -3.305092 3.136532 0.276055 -0.086 -0.046 0.039
N -2.992754 1.924071 -0.317861 0.046 0.108 0.065
N -3.903017 1.024626 -0.581989 0.017 -0.091 -0.075
C -3.151504 0.022031 -1.015435 0.098 0.163 0.014
N -1.845157 0.332768 -0.986436 -0.319 0.041 0.128
N -1.761802 1.562153 -0.528785 -0.021 -0.114 -0.175
H -3.820359 3.696770 -0.394275 0.037 0.016 -0.031
H -2.422065 3.583384 0.494849 0.027 -0.003 -0.006
H -3.541211 -0.918244 -1.359419 0.017 -0.022 0.018
C -3.447967 1.179566 3.678197 0.000 -0.032 -0.009
N -2.237700 0.456851 3.348637 0.033 0.004 0.080
C -1.409252 0.060813 4.474942 0.014 0.021 -0.020
C -1.973745 0.133273 2.079732 -0.106 0.175 0.105
N -0.988049 -0.565422 1.746202 0.008 -0.336 -0.269
H -4.114744 0.565307 4.291562 -0.001 0.005 0.006
H -3.957614 1.449211 2.757542 -0.002 0.004 -0.008
H -3.211859 2.089019 4.238225 -0.001 0.003 -0.005
H -1.976863 -0.564924 5.169210 -0.008 0.002 0.003
H -1.051778 0.938995 5.019349 -0.004 0.000 0.007
H -0.550489 -0.502675 4.117417 -0.003 0.003 0.005
C 0.839558 1.985569 1.901404 0.007 -0.008 -0.080
Ge 1.557154 0.419955 0.962096 0.012 -0.064 0.143
C 3.047173 -0.375533 1.965114 -0.058 0.045 -0.062
C 2.219225 0.960591 -0.792188 -0.090 -0.039 0.059
C 0.075568 -0.902269 1.115482 0.172 0.272 0.324
H 1.557671 2.805790 1.871693 -0.007 0.013 0.003
H 0.617391 1.752609 2.942266 -0.010 -0.002 0.038
H -0.082571 2.302755 1.409802 0.059 -0.003 0.043
H 3.885842 0.320327 2.020177 -0.004 -0.006 -0.003
H 3.383241 -1.278901 1.454185 0.015 -0.007 0.017
H 2.742475 -0.635695 2.979417 0.001 -0.007 -0.008
H 2.947389 1.762579 -0.649992 -0.006 0.005 0.000
H 1.407852 1.312793 -1.428957 0.042 0.007 -0.024
H 2.703436 0.118238 -1.283046 0.000 -0.002 -0.048
H 0.233387 -1.972383 1.001064 -0.015 -0.043 -0.057
```
Positions in Å, forces in eV/Å.

Calculated values
* HOMO level (alpha / beta): -3.95 / -6.69 eV
* molecular weight: 478.734 g/mol
* largest force on an atom: 0.0089 Eh/bohr
* <S²>: 2.03
* spin multiplicity: 3
* lowest unoccupied orbital energy (alpha / beta): 0.0259 / 0.0250 Eh
* gap between HOMO and LUMO (alpha / beta): 4.651 / 7.375 eV

***

4.
DFT (ωB97M-V/def2-TZVPD) results for C14H26AuI2N2O3S3Sm as an isolated structure.

XYZ file:
```
52
Properties=species:S:1:pos:R:3:forces:R:3
I -0.714061 -3.904492 -1.231520 0.000 -0.229 1.435
I -0.714984 -3.304630 -4.011773 -0.030 -0.225 -1.553
Au -0.068189 0.621593 -3.480152 0.053 -1.848 3.039
Sm -0.035595 0.196161 -0.258797 -0.608 -0.033 1.979
S 1.263464 -1.051014 -2.185703 0.448 0.294 -0.388
S -1.705469 -0.613541 -2.133820 -0.750 0.536 -0.240
C 1.959436 0.320034 1.345164 4.595 0.108 4.647
C 3.179969 -0.697114 -1.891040 0.303 0.274 -0.923
C -3.413493 0.357167 -1.580729 -0.653 0.338 -0.942
C 3.697171 -1.030068 -3.280251 0.245 -0.164 -0.158
C 3.499998 0.723504 -1.478717 -0.190 0.085 0.116
C 3.638271 -1.693636 -0.838837 -0.802 -0.376 0.119
C -4.175772 0.248561 -2.897836 -0.039 -0.134 -0.139
C -3.198478 1.789413 -1.141614 0.387 -0.022 0.000
C -4.040881 -0.460836 -0.466210 0.796 -0.716 0.149
C 1.400560 1.759676 -4.107254 4.802 1.015 -3.032
C -1.153652 2.170257 -3.983174 -4.025 1.946 -2.143
O 2.785601 0.358457 2.170605 -4.158 -0.154 -4.006
O 2.278631 2.215063 -4.661049 -2.300 -0.624 1.575
O -1.899581 2.878304 -4.442525 1.595 -0.773 0.952
H 3.335078 -0.312670 -4.019474 0.081 -0.046 -0.031
H 3.377464 -2.032093 -3.581427 0.165 0.122 -0.008
H 4.788308 -1.000555 -3.302567 0.016 0.022 0.063
H 3.116841 1.465290 -2.181476 0.206 0.032 0.006
H 4.594729 0.810817 -1.437467 -0.219 0.119 -0.054
H 3.134427 0.969118 -0.472475 0.159 0.010 -0.269
H 3.264560 -1.435188 0.156677 0.090 -0.132 -0.090
H 4.733567 -1.683435 -0.782256 -0.136 0.070 -0.193
H 3.311035 -2.708535 -1.082193 0.196 0.019 0.077
H -5.197393 0.623156 -2.811067 0.007 0.070 0.245
H -4.240681 -0.789296 -3.236086 -0.051 0.118 0.088
H -3.696469 0.828803 -3.686557 -0.013 0.036 -0.035
H -4.191415 2.226545 -0.983857 0.117 0.023 0.002
H -2.689773 2.406174 -1.881937 -0.096 0.055 -0.046
H -2.677331 1.880706 -0.178636 -0.019 -0.058 0.056
H -5.061642 -0.109982 -0.278342 0.081 0.105 -0.280
H -3.503721 -0.355816 0.481066 0.022 0.032 -0.001
H -4.089286 -1.524943 -0.706574 -0.147 0.045 -0.037
C 1.003901 1.204536 5.717871 0.238 0.383 0.138
N 0.398584 1.104257 4.381567 -0.635 -1.018 -1.200
C -0.144423 0.009741 3.844956 0.899 -0.158 1.355
S -0.853587 0.065751 2.235888 0.204 0.248 -0.428
N -0.220488 -1.180867 4.512740 -0.940 0.888 -1.595
C -0.988418 -1.241048 5.774641 0.055 -0.531 0.781
H 1.102806 0.244202 6.200569 -0.018 -0.266 -0.160
H 0.433207 1.868709 6.361176 -0.298 0.000 -0.077
H 1.985629 1.647936 5.615223 0.248 0.024 -0.121
H 0.492227 1.900658 3.738782 -0.332 -0.335 0.775
H -0.524295 -1.935063 3.873950 0.383 0.584 0.606
H -1.970639 -1.654785 5.576238 -0.162 0.032 -0.129
H -0.494950 -1.903982 6.474564 0.173 -0.029 0.111
H -1.110818 -0.271004 6.231734 0.056 0.237 -0.032
```
Positions in Å, forces in eV/Å.

Calculated values
* HOMO level (alpha / beta): -18.41 / -19.66 eV
* molecular weight: 967.709 g/mol
* largest force on an atom: 0.1271 Eh/bohr
* <S²>: 15.81
* spin multiplicity: 8
* lowest unoccupied orbital energy (alpha / beta): -0.5620 / -0.5645 Eh
* gap between HOMO and LUMO (alpha / beta): 3.116 / 4.296 eV
* net charge: +4

***

5.
DFT (ωB97M-V/def2-TZVPD) results for C14H26ClI2N2P2SeZr as an isolated structure.

XYZ file:
```
49
Properties=species:S:1:pos:R:3:forces:R:3
I 2.072941 0.385014 -1.497936 2.631 -0.680 -2.022
I -0.286264 0.741910 0.257997 -2.367 1.546 1.887
Zr 0.862898 3.833853 -0.276244 -0.639 -2.269 1.337
P 2.227754 2.361635 1.610495 1.270 0.077 1.428
C 2.505336 0.627691 2.167038 0.000 -0.613 -0.114
C 3.987722 2.865006 1.671629 -0.140 0.306 -0.684
H 4.307756 2.758788 2.718340 0.033 0.086 -0.442
H 2.565540 3.211841 3.821196 -0.401 0.012 -0.105
H 4.087757 3.907928 1.346331 0.356 -0.183 0.132
H 1.182303 4.060403 3.031055 0.157 -0.272 0.374
H 2.603546 -0.080262 1.341058 -0.022 0.148 0.117
H 4.560846 2.189959 1.022287 0.044 0.359 0.130
C 1.670250 3.088229 3.195814 -0.618 0.216 -0.124
H 3.457532 0.601048 2.735420 -0.470 0.319 -0.343
H 0.973255 2.386362 3.674745 0.074 0.411 -0.082
H 1.718170 0.286243 2.844476 -0.057 0.176 -0.256
P -0.665772 2.889271 -2.209666 -1.092 -0.252 -1.525
C -1.300058 1.307996 -2.908379 0.402 -0.612 -0.184
C -2.236787 3.745065 -1.887028 -0.066 0.067 0.595
H 0.316893 4.641606 -3.526288 -0.059 0.002 -0.521
H -1.069538 3.829683 -4.359365 0.432 0.056 0.025
H 0.543411 3.009728 -4.269673 -0.024 0.340 -0.081
C -0.158394 3.681246 -3.763337 0.518 0.182 0.342
H -2.074749 4.572691 -1.182875 -0.469 -0.042 -0.242
H -2.590506 4.118478 -2.856095 -0.070 0.023 0.370
H -1.424372 1.446161 -3.997568 0.044 0.180 0.474
H -2.269276 1.055666 -2.479390 0.102 0.117 0.139
H -2.952948 3.018115 -1.476091 0.177 0.455 0.041
H -0.620555 0.459406 -2.774530 -0.088 0.298 -0.011
Cl 0.066803 5.806590 0.754352 0.549 -1.489 -0.836
C 1.178574 -3.593265 1.423446 0.872 -0.131 0.574
N 0.032529 -3.380920 0.573334 -0.400 0.606 -1.364
C 0.082229 -2.679503 -0.622879 -1.788 -1.093 2.284
Se 1.679767 -2.399089 -1.502075 -0.253 1.784 -0.323
N -1.211138 -2.669150 -1.058598 0.356 -0.121 -0.372
C -2.024556 -3.518144 -0.322506 0.729 0.151 0.007
C -3.240916 -4.117390 -0.624212 -1.077 -0.367 0.294
C -3.589212 -5.232535 0.153237 0.516 1.106 -0.178
C -2.750910 -5.701786 1.196316 0.849 -0.056 0.880
C -1.537845 -5.074826 1.529091 -1.100 -0.173 0.311
C -1.237049 -3.955597 0.747152 1.765 -0.277 -0.374
H 1.096100 -4.588808 1.873163 0.223 0.313 -0.090
H 1.254210 -2.823595 2.217959 -0.329 -0.448 -0.386
H 2.095446 -3.520080 0.814851 -0.463 -0.258 0.429
H -1.532558 -2.130801 -1.840967 0.073 -0.114 -0.507
H -3.896620 -3.712403 -1.407882 0.351 -0.445 0.330
H -4.529454 -5.739462 -0.008971 0.017 -0.007 -0.171
H -3.064410 -6.587620 1.776774 0.203 0.585 -0.458
H -0.865680 -5.382377 2.354999 -0.751 -0.018 -0.706
```
Positions in Å, forces in eV/Å.

Calculated values
* HOMO level (alpha / beta): -16.10 / -16.09 eV
* molecular weight: 743.769 g/mol
* relative energy (zero: lowest compared OMol25 entry of this formula, charge and spin): 0.00 kcal per mole
* largest force on an atom: 0.0661 Eh/bohr
* lowest unoccupied orbital energy (alpha / beta): -0.4270 / -0.4270 Eh
* gap between HOMO and LUMO (alpha / beta): 4.478 / 4.472 eV
* net charge: +3

***

Which of these has the lowest molecular weight? C14H25ClNPW